{"formula": "C37H52N4Ru", "method": "wB97M-V/def2-TZVPD", "elements": ["Ru", "N", "N", "N", "N", "C", "C", "C", "C", "C", "C", "C", "C", "C", "C", "C", "C", "C", "C", "C", "C", "C", "C", "C", "C", "C", "C", "C", "C", "C", "C", "C", "C", "C", "C", "C", "C", "C", "C", "C", "C", "C", "H", "H", "H", "H", "H", "H", "H", "H", "H", "H", "H", "H", "H", "H", "H", "H", "H", "H", "H", "H", "H", "H", "H", "H", "H", "H", "H", "H", "H", "H", "H", "H", "H", "H", "H", "H", "H", "H", "H", "H", "H", "H", "H", "H", "H", "H", "H", "H", "H", "H", "H", "H"], "coordinates": [[0.0000, 0.0000, 0.0000], [2.1125, 2.7670, -6.6711], [0.2111, 2.2820, -7.5085], [-2.1154, -1.2792, 1.8621], [-0.3672, -0.5229, 2.9077], [-2.2678, -1.5945, 3.2057], [-4.5439, -1.5635, 1.5284], [-3.1580, 2.7822, 2.1635], [-2.9082, 5.5448, 2.4616], [-0.9833, 1.8977, -0.2438], [0.6309, -2.9018, 0.2687], [-1.2262, 1.8877, -7.5857], [1.0475, 2.5627, -8.5843], [1.0874, 0.2927, 4.7357], [0.9071, 0.2168, 3.2153], [3.1708, 3.0145, -5.6482], [2.0956, -0.5256, 2.5921], [-2.0445, 2.9316, -6.8117], [0.7960, 1.6419, 2.6525], [-1.6442, 2.7687, 0.2582], [0.5948, -5.9333, -2.0637], [0.2191, -1.8751, -0.5830], [-2.2405, 4.8968, 1.4126], [2.2590, 2.8721, -8.0506], [-0.0679, -2.1685, -1.9212], [-2.9141, -3.0559, 0.3295], [4.4850, 3.3985, -6.3330], [-1.6800, 1.8355, -9.0469], [-1.3722, 0.5050, -6.9336], [-3.8207, 3.4284, 3.2073], [-3.1620, -0.6197, -0.3092], [-1.1809, -1.1176, 3.8592], [0.0426, -3.4811, -2.3839], [2.6909, 4.1557, -4.7393], [0.7478, -4.2086, -0.2136], [0.4512, -4.5237, -1.5428], [-0.9240, -0.6334, 1.6546], [0.8463, 2.4008, -6.3019], [-3.1690, -1.6306, 0.8404], [3.3520, 1.7248, -4.8345], [-3.6949, 4.8088, 3.3584], [-2.3631, 3.5110, 1.2615], [-2.8964, -3.7653, 1.1637], [-3.1033, 2.6508, -6.8075], [-2.2213, -0.6400, -0.8642], [5.2440, 3.5719, -5.5646], [0.2555, 0.8146, 5.2198], [-2.8067, 6.6128, 2.5916], [2.3961, 1.4369, -4.3904], [-3.1286, -2.1122, 3.5901], [0.7368, 2.5249, -9.6152], [3.0187, 0.0196, 2.8127], [4.0909, 1.8823, -4.0412], [-0.2038, -6.1794, -2.7715], [-0.9402, -1.1448, 4.9071], [-1.0021, 0.5459, -5.9062], [-3.9782, -0.8757, -0.9923], [-1.9445, 3.9184, -7.2758], [-2.7344, 1.5461, -9.0772], [-4.4212, 2.8552, 3.9030], [3.1785, 3.1484, -8.5397], [-3.3231, 0.3970, 0.0623], [-1.5846, 2.8121, -9.5333], [-4.6947, -0.5985, 2.0224], [-1.1109, 1.0953, -9.6193], [-3.2496, 1.7059, 2.0739], [-0.3652, -1.3789, -2.6023], [-1.6793, 2.9914, -5.7836], [4.8459, 2.5991, -6.9887], [-1.6170, 5.4704, 0.7374], [-4.2010, 5.3084, 4.1772], [1.6710, 2.2233, 2.9586], [-4.6868, -2.3659, 2.2583], [3.4241, 4.3379, -3.9461], [-5.3142, -1.6819, 0.7616], [-1.9666, -3.1188, -0.2063], [-3.7229, -3.3431, -0.3503], [4.3810, 4.3188, -6.9173], [3.6972, 0.9097, -5.4794], [1.1995, -0.7007, 5.1820], [1.9788, -0.5856, 1.5045], [-0.1882, -3.6919, -3.4267], [2.5618, 5.0774, -5.3166], [-0.1071, 2.1386, 3.0190], [1.5490, -6.0625, -2.5902], [0.8444, -2.7047, 1.3133], [2.1806, -1.5359, 3.0048], [2.0032, 0.8529, 4.9408], [-0.7913, -0.2423, -7.4846], [1.7305, 3.8866, -4.2930], [-2.4242, 0.2001, -6.9309], [0.7810, 1.6325, 1.5539], [1.0645, -4.9971, 0.4669], [0.5665, -6.6615, -1.2472]], "lumo_ev": [3.80, 3.77], "multiplicity": 5, "total_charge": -2, "orbital_gap_ev": [1.196, 5.233], "e_homo_ha": [0.0957, -0.0538]}

{"formula": "C37H53N2O3P3Si2V", "method": "wB97M-V/def2-TZVPD", "elements": ["V", "P", "P", "P", "Si", "Si", "O", "O", "O", "N", "N", "C", "C", "C", "C", "C", "C", "C", "C", "C", "C", "C", "C", "C", "C", "C", "C", "C", "C", "C", "C", "C", "C", "C", "C", "C", "C", "C", "C", "C", "C", "C", "C", "C", "C", "C", "C", "C", "H", "H", "H", "H", "H", "H", "H", "H", "H", "H", "H", "H", "H", "H", "H", "H", "H", "H", "H", "H", "H", "H", "H", "H", "H", "H", "H", "H", "H", "H", "H", "H", "H", "H", "H", "H", "H", "H", "H", "H", "H", "H", "H", "H", "H", "H", "H", "H", "H", "H", "H", "H", "H"], "coordinates": [[-0.0536, 0.1082, 0.0781], [1.8018, -0.0567, 1.5595], [-0.7063, 2.1925, -0.6138], [-1.4697, -0.2553, 1.9312], [2.4080, -2.1960, -0.5274], [-2.9770, -1.1503, -0.7822], [-2.0614, 2.3778, 0.1833], [-1.1466, 2.3727, -2.1075], [0.2274, 3.4564, -0.3186], [1.5030, -0.7452, 0.0840], [-1.6696, -0.4745, 0.2931], [1.7864, -1.5484, 3.9501], [1.3431, -2.7714, -1.9947], [-2.8931, 4.7197, 0.3352], [-0.9282, -2.9372, 1.8253], [4.1297, -1.5909, -1.0413], [-1.8300, -2.1647, 3.9416], [-0.2872, 2.2262, -3.2640], [-1.7823, -3.4634, 4.4197], [2.3992, -3.5021, 0.8596], [0.1329, 0.5660, 1.9028], [-3.5638, 2.6271, 3.9017], [-4.8030, 2.0105, 4.0110], [3.9041, -1.2531, 2.8162], [-4.3489, 0.1542, -0.9418], [-1.8607, -1.2894, -2.3346], [4.8006, 3.3145, 0.9394], [0.3320, 4.9490, 1.6472], [4.2129, 2.7124, -0.1663], [-0.8827, -4.2289, 2.3166], [-3.9891, 0.1080, 2.8013], [0.8616, 3.7133, 0.9471], [-2.5253, 1.9947, 3.2378], [4.5424, -1.9395, 3.8324], [2.4379, -2.2366, 4.9608], [3.2710, 1.7121, 0.0077], [3.5091, 1.9291, 2.4127], [-1.3115, -4.4899, 3.6122], [2.9293, 1.3158, 1.3013], [-3.6988, -2.8015, -0.1795], [4.4406, 2.9350, 2.2267], [-5.0204, 0.7580, 3.4512], [2.5207, -1.0709, 2.8701], [0.4856, 3.4977, -3.5459], [-1.4123, -1.9101, 2.6348], [-3.1078, 3.3271, -0.2147], [-2.7449, 0.7325, 2.6974], [3.8097, -2.4356, 4.9028], [1.7143, -3.2871, 1.6746], [1.0665, 3.3849, -4.4569], [-5.9858, 0.2840, 3.5318], [-2.1252, -3.6759, 5.4202], [2.8017, 1.2305, -0.8485], [-2.2976, -0.7604, -3.1762], [-0.6117, -2.7094, 0.8107], [0.9747, 5.1530, 2.5002], [0.7206, -1.3719, 4.0053], [2.1275, -4.4656, 0.4428], [-0.5272, -5.0335, 1.6912], [-0.8624, -0.8645, -2.1540], [1.9227, 3.8510, 0.7272], [0.7322, 2.8234, 1.5927], [-4.0294, 1.0212, -1.5135], [4.3133, -2.9648, 5.6978], [-2.9772, -3.5411, 0.1496], [-4.0265, 2.8931, 0.1819], [5.6113, -2.0832, 3.7912], [4.4936, 3.0205, -1.1614], [0.3651, 5.8099, 0.9851], [5.5482, 4.0798, 0.7952], [4.7189, -2.4543, -1.3293], [-1.9628, 5.1471, -0.0313], [-4.4225, -2.6567, 0.6170], [-1.5488, 2.4553, 3.1495], [-0.6831, 4.8072, 2.0022], [-2.9015, 4.7171, 1.4235], [1.1557, 3.7339, -2.7235], [3.2195, 1.6114, 3.4056], [1.8572, -3.6007, -2.4707], [-3.1538, 3.3533, -1.3049], [3.3889, -3.6159, 1.2884], [-4.2470, -3.2349, -1.0115], [-1.2831, -5.5001, 3.9892], [-0.9699, 2.0019, -4.0885], [4.6703, -1.0791, -0.2516], [4.4722, -0.8429, 1.9938], [-4.1151, -0.8910, 2.4009], [-5.1861, -0.2940, -1.4705], [0.3849, 1.3676, -3.1063], [-1.7383, -2.3217, -2.6523], [1.2101, -2.0071, -2.7585], [-2.1931, -1.3624, 4.5688], [-4.7224, 0.4964, 0.0186], [0.3633, -3.1396, -1.6940], [-3.7087, 5.3531, -0.0091], [-0.2034, 4.3248, -3.6916], [4.8946, 3.4166, 3.0790], [4.0957, -0.9299, -1.9023], [-5.5983, 2.5026, 4.5476], [1.8752, -2.6131, 5.8013], [-3.4061, 3.5971, 4.3473]], "lumo_ev": [-10.02, -10.01], "multiplicity": 1, "total_charge": 3, "orbital_gap_ev": [7.055, 7.056], "e_homo_ha": [-0.6273, -0.6273]}

{"formula": "C37H55I2P2SiTl", "method": "wB97M-V/def2-TZVPD", "elements": ["Tl", "I", "I", "P", "P", "Si", "C", "C", "C", "C", "C", "C", "C", "C", "C", "C", "C", "C", "C", "C", "C", "C", "C", "C", "C", "C", "C", "C", "C", "C", "C", "C", "C", "C", "C", "C", "C", "C", "C", "C", "C", "C", "C", "H", "H", "H", "H", "H", "H", "H", "H", "H", "H", "H", "H", "H", "H", "H", "H", "H", "H", "H", "H", "H", "H", "H", "H", "H", "H", "H", "H", "H", "H", "H", "H", "H", "H", "H", "H", "H", "H", "H", "H", "H", "H", "H", "H", "H", "H", "H", "H", "H", "H", "H", "H", "H", "H", "H"], "coordinates": [[-1.8388, -0.2190, -2.2639], [-7.4349, -0.6741, -1.3371], [-4.7422, -1.0018, -2.2374], [1.0136, -0.0856, -1.7222], [-1.9804, -0.1566, 0.7451], [-1.4511, 2.2391, -1.4098], [-2.8695, 2.3195, -0.1737], [1.0458, 1.3955, 3.9538], [-1.5248, -3.7015, 1.1202], [0.2107, 2.2860, -0.4761], [-1.4885, 3.8003, -2.4014], [-5.2540, 2.3087, 1.3174], [0.4066, 3.3756, 0.3919], [2.6080, 2.6063, 0.9801], [1.6759, -1.6078, -0.9546], [2.4318, -4.1013, -0.0022], [-4.9460, 3.3987, 0.5173], [-0.8452, 0.5070, 2.0701], [3.0402, -1.6615, -0.2260], [1.5872, -2.7401, -1.9940], [-4.3723, 1.2356, 1.3954], [-3.0194, -1.6131, 1.2474], [-1.4209, 0.8456, 3.4524], [3.5452, 0.3858, -3.0666], [3.5797, -3.1041, -0.1508], [-1.8380, -4.0226, 2.5818], [2.4455, 1.5251, 0.1263], [-3.2457, -1.9243, 2.7337], [-0.4356, 1.7695, 4.2014], [1.5542, -4.1025, -1.2750], [1.5803, 3.5345, 1.1181], [-2.1174, -2.7395, 3.3723], [2.1391, 1.9377, -5.1610], [1.2550, 1.3405, -0.5970], [3.6633, 1.9836, -5.0338], [-2.6632, -2.9089, 0.4831], [2.0212, 0.3167, -3.2095], [0.4873, -0.2833, 2.1932], [4.2045, 0.6897, -4.4208], [-3.1857, 1.2295, 0.6632], [-3.7653, 3.3989, -0.2178], [1.4831, 1.6287, -3.8126], [1.1683, -0.0723, 3.5509], [0.3946, 1.5836, -3.9176], [-1.0207, -4.5878, 3.0379], [-0.5988, -3.1141, 1.0708], [-3.9714, -1.2874, 0.8320], [2.2145, -0.3786, 3.4858], [0.7087, -0.7050, 4.3196], [1.1622, 0.0748, 1.4172], [-0.6620, 3.7980, -3.1240], [4.2898, -3.1902, 0.6746], [1.4579, 2.0104, 3.1440], [-1.3663, 4.6742, -1.7446], [1.6988, 2.4474, -3.1139], [0.7049, -2.6298, -2.6260], [-3.5552, 4.2467, -0.8669], [4.1205, 2.1615, -6.0098], [-4.6364, 0.3860, 2.0219], [1.7591, 2.8839, -5.5522], [1.8871, -4.8835, -1.9606], [1.6965, 4.3787, 1.7864], [2.9091, -1.2778, 0.7901], [0.3445, -1.3489, 2.0104], [3.8019, 1.1843, -2.3577], [-5.6342, 4.2380, 0.4448], [-3.5652, -3.5318, 0.4691], [2.8121, -5.1041, 0.2002], [1.8591, 1.1614, -5.8831], [-1.2001, -2.1444, 3.4151], [1.6450, 1.6084, 4.8403], [3.5342, 2.7248, 1.5351], [-1.5883, -0.0637, 4.0309], [-0.6107, 1.4628, 1.6050], [3.9443, 2.8300, -4.3928], [1.8268, -3.8197, 0.8704], [-2.4378, -2.6924, -0.5518], [2.4547, -2.6780, -2.6605], [-0.3929, 4.1059, 0.5209], [3.2549, 0.8119, 0.0322], [3.7836, -1.0266, -0.7045], [-6.1834, 2.2839, 1.8754], [-4.1663, -2.5171, 2.7886], [-2.3821, 1.3475, 3.3620], [-0.6122, 2.8043, 3.8925], [-2.7280, -4.6629, 2.6191], [4.1390, -3.3394, -1.0642], [-0.6567, 1.7240, 5.2706], [1.7854, -0.4866, -3.9138], [0.9014, -1.8130, -0.2114], [-3.4369, -1.0181, 3.3071], [5.2892, 0.7455, -4.3028], [4.0037, -0.1432, -5.1065], [3.9423, -0.5499, -2.6658], [-2.4285, 3.9050, -2.9558], [-1.3379, -4.6138, 0.5495], [-2.3846, -2.9750, 4.4047], [0.5233, -4.3384, -1.0099]], "de_lowest_kj_mol": 61.61, "lumo_ev": [-1.15, -1.15], "multiplicity": 1, "orbital_gap_ev": [5.417, 5.418], "e_homo_ha": [-0.2415, -0.2415]}